C10H16O | ωB97M-V with the def2-TZVPD basis set

Each atom is followed by the atoms it is bonded to, with distances in Å.
Element x y z (Å)
1 C -2.2767 2.1532 -0.9572  C2 1.595, H9 1.114, H10 1.075, H11 1.108
2 C -1.0932 1.1521 -1.3324  C1 1.595, C3 1.364, C8 1.435
3 C -1.1538 0.0794 -2.1735  C2 1.364, C4 1.407, H12 1.109
4 C -0.0458 -0.7038 -2.5446  C3 1.407, C5 1.375, H13 1.134
5 C 1.0283 -0.5822 -1.6943  C4 1.375, O6 1.334, C7 1.375
6 O 2.1804 -1.2510 -1.7709  C5 1.334, H14 1.132
7 C 1.0683 0.2684 -0.6152  C5 1.375, C8 1.361, H15 1.072
8 C 0.0376 1.1421 -0.4486  C2 1.435, C7 1.361, H16 1.131
9 H -2.9091 2.2128 -1.8725  C1 1.114
10 H -1.8308 3.0480 -0.5629  C1 1.075
11 H -2.8924 1.7990 -0.1072  C1 1.108
12 H -2.1128 -0.1135 -2.6962  C3 1.109
13 H 0.0425 -1.3534 -3.4700  C4 1.134
14 H 2.3843 -1.5379 -0.6951  O6 1.132
15 H 1.8173 0.2961 0.1509  C7 1.072
16 H -0.0779 1.7848 0.4746  C8 1.131
17 C 1.3692 -0.6773 2.7973  C18 1.511, H20 1.065, H21 1.084, H22 1.081
18 C 0.1483 -0.4470 3.6572  C17 1.511, C19 1.502, H23 1.071, H24 1.109
19 C -1.1438 -0.8403 2.9993  C18 1.502, H25 1.138, H26 1.112, H27 1.042
20 H 1.5488 0.2126 2.2408  C17 1.065
21 H 1.1858 -1.5256 2.1475  C17 1.084
22 H 2.2898 -0.8327 3.3430  C17 1.081
23 H 0.2782 -0.9468 4.5949  C18 1.071
24 H -0.0087 0.6054 3.9711  C18 1.109
25 H -1.9519 -1.1630 3.7334  C19 1.138
26 H -1.7934 -0.1162 2.4602  C19 1.112
27 H -1.0434 -1.6290 2.3260  C19 1.042

As for the total energy: -12674.8241 eV. The spin multiplicity is 1. As for the SMILES: Cc1ccc(O)cc1.CCC. The calculation puts the energy above the lowest of the compared OMol25 structures with the same formula, charge and spin at 66.9 kcal/mol.